Entry 1:
This record from the Open Molecules 2025 dataset describes a single C5H12OSi molecule. The level of theory is wB97M-V/def2-TZVPD.

Positions of all 19 atoms, in Å:
C1 1.054 -0.068 0.107
C2 1.890 1.178 0.169
C3 1.753 -1.308 0.085
C4 -1.701 -1.417 -0.387
C5 -2.021 1.534 -0.129
O1 0.002 0.088 1.759
Si1 -0.799 0.134 0.390
H1 1.478 2.070 0.776
H2 2.235 1.462 -0.844
H3 2.792 1.058 0.767
H4 1.259 -2.263 0.089
H5 2.701 -1.417 0.672
H6 2.215 -1.378 -1.005
H7 -1.495 -1.810 -1.306
H8 -1.782 -2.307 0.282
H9 -2.683 -0.856 -0.522
H10 -3.054 1.203 0.031
H11 -2.009 2.520 0.258
H12 -1.836 1.576 -1.190

The calculation puts the energy relative to the best compared isomer or geometry (same formula, charge and spin) at 2.1628 eV. The calculation puts the HOMO energy at -9.1 eV. The orbital gap comes out at 0.362 Ha. As for the net charge: 0. For the calculated total energy, the calculation gives -562.38008 Ha.



Entry 2:
This record from the Open Molecules 2025 dataset describes a molecular structure, C5H12OSi2. The level of theory is wB97M-V/def2-TZVPD.

Positions of all 20 atoms, in Å:
C1 1.515 1.798 -1.711
C2 0.188 -2.466 0.109
C3 0.557 1.815 -0.731
C4 0.551 -1.329 -0.427
C5 0.992 0.570 2.077
O1 -1.448 0.285 0.578
Si1 -2.627 -0.422 -0.432
Si2 0.160 0.309 0.372
H1 1.622 2.581 -2.511
H2 2.222 0.987 -1.745
H3 0.438 -3.396 -0.340
H4 -0.484 -2.268 0.974
H5 -0.136 2.547 -0.555
H6 1.468 -1.336 -1.116
H7 0.474 -0.026 2.742
H8 2.077 0.371 2.127
H9 0.976 1.634 2.476
H10 -2.143 -0.420 -1.878
H11 -2.668 -1.847 0.085
H12 -3.733 0.613 -0.093

The calculation puts the energy relative to the best compared isomer or geometry (same formula, charge and spin) at 0.3560 eV. The calculation puts the HOMO energy at -9.6 eV. The orbital gap comes out at 0.387 Ha. As for the net charge: 0. For the calculated total energy, the calculation gives -851.93126 Ha.



Entry 3:
This record from the Open Molecules 2025 dataset describes 2 unconnected molecules or ions with the total composition C5H12PS. The level of theory is wB97M-V/def2-TZVPD.

Positions of all 19 atoms, in Å:
C1 -3.420 0.729 0.009
C2 -4.012 1.847 0.151
C3 2.242 0.061 0.099
C4 -0.099 -0.069 -1.633
C5 0.266 -1.913 0.871
P1 0.444 -0.199 0.168
S1 -2.626 -0.612 -0.051
H1 -5.127 1.941 0.294
H2 -0.028 0.665 1.113
H3 -3.375 2.725 0.360
H4 2.386 1.192 0.072
H5 2.827 -0.338 -0.795
H6 2.760 -0.306 1.047
H7 0.617 0.608 -2.055
H8 -1.094 0.233 -1.530
H9 0.085 -1.048 -1.925
H10 0.465 -1.881 1.908
H11 0.941 -2.511 0.221
H12 -0.756 -2.177 0.620

The calculation puts the energy relative to the best compared isomer or geometry (same formula, charge and spin) at 1.9600 eV. The calculation puts the HOMO energy at -12.3 eV. The orbital gap comes out at 0.307 Ha. As for the net charge: +1. For the calculated total energy, the calculation gives -936.91787 Ha.



Entry 4:
This record from the Open Molecules 2025 dataset describes 2 unconnected molecules or ions with the total composition C5H12S. The level of theory is wB97M-V/def2-TZVPD.

Positions of all 18 atoms, in Å:
C1 2.266 1.253 1.113
C2 -2.533 0.225 -0.208
C3 0.454 -1.506 0.209
C4 -1.596 1.325 -0.555
C5 1.623 -0.866 -0.483
S1 1.699 0.975 -0.452
H1 2.066 2.327 1.301
H2 2.609 0.377 1.619
H3 -2.118 -0.651 -0.828
H4 -3.606 0.267 -0.550
H5 -0.387 -1.498 -0.516
H6 0.519 -2.541 0.352
H7 0.253 -1.008 1.272
H8 -1.832 1.598 -1.592
H9 -2.586 0.006 0.855
H10 -1.097 1.889 0.223
H11 1.544 -1.071 -1.633
H12 2.720 -1.099 -0.127

The calculation puts the energy relative to the best compared isomer or geometry (same formula, charge and spin) at 4.8238 eV. The calculation puts the HOMO energy (alpha / beta) at -6.9 / -7.7 eV. The orbital gap (alpha / beta) comes out at 0.278 / 0.304 Ha. As for the net charge: 0. For the calculated total energy, the calculation gives -595.70475 Ha.



Entry 5:
This record from the Open Molecules 2025 dataset describes a molecular structure, C5H12S. The level of theory is wB97M-V/def2-TZVPD.

Positions of all 18 atoms, in Å:
C1 -2.747 -0.839 -0.209
C2 -1.520 -0.132 0.493
C3 -1.542 1.227 -0.139
C4 -0.163 -0.502 0.019
C5 0.975 0.449 0.329
H1 -3.226 -0.087 -1.252
H2 -2.774 -2.067 -0.536
H3 -3.602 -0.663 0.589
H4 -1.510 0.075 1.495
H5 -2.624 1.808 -0.181
H6 -0.708 1.894 0.320
H7 -1.160 1.193 -1.148
H8 0.065 -1.394 0.340
H9 -0.458 -0.315 -1.085
H10 0.997 1.362 -0.377
H11 0.984 0.643 1.412
H12 2.760 -1.238 0.884
S1 2.578 -0.151 -0.214

The calculation puts the energy relative to the best compared isomer or geometry (same formula, charge and spin) at 4.1472 eV. The calculation puts the HOMO energy at -9.0 eV. The orbital gap comes out at 0.359 Ha. As for the net charge: 0. For the calculated total energy, the calculation gives -595.72962 Ha.



Entry 6:
This record from the Open Molecules 2025 dataset describes 2 unconnected molecules or ions with the total composition C5H12S. The level of theory is wB97M-V/def2-TZVPD.

Positions of all 18 atoms, in Å:
C1 -2.200 1.302 1.126
S1 -1.967 0.022 2.353
C2 -0.735 -1.031 1.505
H1 -2.869 2.015 1.593
H2 -2.698 0.772 0.305
H3 -1.366 1.841 0.673
H4 -0.324 -1.765 2.194
H5 -1.342 -1.502 0.728
H6 0.132 -0.566 1.029
C3 0.978 0.786 -1.585
C4 1.439 -0.611 -1.580
C5 2.224 -1.155 -0.651
H7 0.003 0.940 -1.087
H8 1.616 1.557 -1.154
H9 0.762 1.204 -2.573
H10 1.218 -1.126 -2.510
H11 2.554 -2.175 -0.517
H12 2.575 -0.507 0.150

The calculation puts the energy relative to the best compared isomer or geometry (same formula, charge and spin) at 1.1431 eV. Its multiplicity is 2. The calculation puts the HOMO energy (alpha / beta) at -12.9 / -12.9 eV. The orbital gap (alpha / beta) comes out at 0.342 / 0.161 Ha. As for the net charge: +1. For the calculated total energy, the calculation gives -595.52289 Ha.



Entry 7:
This record from the Open Molecules 2025 dataset describes 2 unconnected molecules or ions with the total composition C5H12S2. The level of theory is wB97M-V/def2-TZVPD.

Positions of all 19 atoms, in Å:
C1 0.502 0.588 2.786
C2 0.700 0.743 1.430
C3 0.642 2.119 0.799
C4 0.937 -0.377 0.494
H1 0.737 -0.409 3.221
H2 0.202 1.395 3.468
H3 1.685 2.509 0.522
H4 0.143 2.846 1.461
H5 0.065 2.108 -0.124
H6 1.385 -1.256 1.015
H7 1.596 -0.164 -0.397
H8 -0.027 -0.783 0.065
C5 -1.350 -0.417 -2.629
S1 -1.082 -2.243 -2.748
S2 -1.599 -3.011 -0.855
H9 -2.444 -0.182 -2.568
H10 -0.915 0.055 -3.552
H11 -0.807 -0.006 -1.747
H12 -0.371 -3.516 -0.638

The calculation puts the energy relative to the best compared isomer or geometry (same formula, charge and spin) at 1.1558 eV. The calculation puts the HOMO energy at -8.8 eV. The orbital gap comes out at 0.340 Ha. As for the net charge: 0. As for the structure (SMILES): C=C(C)C.CSS. For the calculated total energy, the calculation gives -994.03480 Ha.



Entry 8:
This record from the Open Molecules 2025 dataset describes a single C5H12S2 molecule. The level of theory is wB97M-V/def2-TZVPD.

Positions of all 19 atoms, in Å:
C1 -1.980 -1.502 -2.029
C2 -2.429 -1.298 -0.600
C3 -1.224 -1.020 0.423
S1 0.389 -0.964 -0.472
S2 1.418 0.842 -0.166
C4 0.680 1.323 1.432
C5 1.569 2.504 1.881
H1 -1.159 -2.185 -2.260
H2 -2.747 -1.716 -2.651
H3 -1.691 -0.467 -2.414
H4 -3.100 -0.434 -0.529
H5 -3.026 -2.028 -0.082
H6 -1.257 -1.839 1.107
H7 -1.431 -0.182 1.080
H8 0.732 0.607 2.278
H9 -0.314 1.656 1.182
H10 1.195 3.503 1.493
H11 1.663 2.667 2.906
H12 2.528 2.326 1.451

The calculation puts the energy relative to the best compared isomer or geometry (same formula, charge and spin) at 1.4544 eV. The calculation puts the HOMO energy at -7.8 eV. The orbital gap comes out at 0.313 Ha. As for the net charge: 0. As for the structure (SMILES): CCCSSCC. For the calculated total energy, the calculation gives -994.02383 Ha.



- What is the formula in the seventh record?
  C5H12S2



- Which value of calculated total energy does entry 7 give?
  -994.03480 Ha



Copy entry 4 word for word.
This record from the Open Molecules 2025 dataset describes 2 unconnected molecules or ions with the total composition C5H12S. The level of theory is wB97M-V/def2-TZVPD.

Positions of all 18 atoms, in Å:
C1 2.266 1.253 1.113
C2 -2.533 0.225 -0.208
C3 0.454 -1.506 0.209
C4 -1.596 1.325 -0.555
C5 1.623 -0.866 -0.483
S1 1.699 0.975 -0.452
H1 2.066 2.327 1.301
H2 2.609 0.377 1.619
H3 -2.118 -0.651 -0.828
H4 -3.606 0.267 -0.550
H5 -0.387 -1.498 -0.516
H6 0.519 -2.541 0.352
H7 0.253 -1.008 1.272
H8 -1.832 1.598 -1.592
H9 -2.586 0.006 0.855
H10 -1.097 1.889 0.223
H11 1.544 -1.071 -1.633
H12 2.720 -1.099 -0.127

The calculation puts the energy relative to the best compared isomer or geometry (same formula, charge and spin) at 4.8238 eV. The calculation puts the HOMO energy (alpha / beta) at -6.9 / -7.7 eV. The orbital gap (alpha / beta) comes out at 0.278 / 0.304 Ha. As for the net charge: 0. For the calculated total energy, the calculation gives -595.70475 Ha.